Entry 1:
Density functional theory data (ωB97M-V/def2-TZVPD) for one molecule with the formula H4NOPS at a distorted geometry.

Results
Energy above the lowest of the compared OMol25 structures with the same formula, charge and spin   9.4 kcal/mol
Structure (SMILES)   NP(O)S
Max |F|   4.3 eV/A
LUMO level   0.7 eV
HOMO-LUMO gap   9.198 eV

Cartesian coordinates (Å):
N: 0.58 1.27 0.14
P: -0.70 0.22 -0.16
O: 0.10 -0.42 -1.42
S: -0.47 -1.41 1.38
H: 1.30 1.08 -0.54
H: 0.58 2.12 0.55
H: -0.37 -0.97 -2.10
H: 0.49 -0.60 2.03

Results of the natural (NBO) charge analysis, in e, for atoms 1 through 5: -1.186, 1.188, -1.028, -0.456, 0.406

=====

Entry 2:
Density functional theory data (ωB97M-V/def2-TZVPD) for H4NOPS2 as an isolated structure at a distorted geometry.

Results
Energy above the lowest of the compared OMol25 structures with the same formula, charge and spin   51.2 kcal/mol
Max |F|   5.1 eV/A
LUMO level   -0.4 eV
HOMO-LUMO gap   9.154 eV

Cartesian coordinates (Å):
N: 0.08 -0.53 1.37
O: 0.69 -0.48 -1.64
P: -0.67 0.04 0.03
S: -2.49 -0.53 -0.25
S: -0.28 2.12 0.10
H: 1.02 -0.02 1.32
H: 0.34 -1.51 1.03
H: 0.18 -0.31 -2.40
H: -1.13 2.26 -1.02

Results of the natural (NBO) charge analysis, in e, for atoms 1 through 5: -1.137, -0.968, 1.350, -0.451, -0.262

=====

Entry 3:
Density functional theory data (ωB97M-V/def2-TZVPD) for a 2-piece molecular cluster, H4NOPS2 overall at a distorted geometry.

Results
Energy above the lowest of the compared OMol25 structures with the same formula, charge and spin   96.3 kcal/mol
Max |F|   2.2 eV/A
LUMO level (alpha / beta)   -2.3 / -2.3 eV
HOMO-LUMO gap (alpha / beta)   6.163 / 6.163 eV

Cartesian coordinates (Å):
N: -2.00 0.82 0.42
O: 1.35 -0.24 -1.59
P: 0.84 0.06 -0.09
S: 1.89 1.49 0.70
S: 0.89 -1.85 0.83
H: -1.88 1.81 0.20
H: -2.46 0.41 -0.39
H: 1.13 -1.09 -1.98
H: 0.24 -1.39 1.90

Results of the natural (NBO) charge analysis, in e, for atoms 1 through 5: -0.874, -0.978, 1.196, -0.427, -0.257

=====

Entry 4:
Density functional theory data (ωB97M-V/def2-TZVPD) for a 2-piece molecular cluster, H4NP overall at a distorted geometry.

Results
Energy above the lowest of the compared OMol25 structures with the same formula, charge and spin   57.6 kcal/mol
Max |F|   2.6 eV/A
LUMO level (alpha / beta)   -1.6 / -1.6 eV
HOMO-LUMO gap (alpha / beta)   7.449 / 7.444 eV

Cartesian coordinates (Å):
N: 1.24 -0.57 0.27
P: -2.29 1.61 -1.06
H: 0.71 -1.43 0.52
H: 0.54 -0.11 -0.33
H: -1.44 0.64 -0.56
H: 1.24 -0.15 1.16

Results of the natural (NBO) charge analysis, in e, for atoms 1 through 5: -1.046, 0.137, 0.346, 0.350, -0.138

=====

Entry 5:
Density functional theory data (ωB97M-V/def2-TZVPD) for a 2-piece molecular cluster, H4NS overall.

Results
Energy above the lowest of the compared OMol25 structures with the same formula, charge and spin   3.2 kcal/mol
Max |F|   0.5 eV/A
LUMO level   4.9 eV
HOMO-LUMO gap   7.531 eV
Charge   -1

Cartesian coordinates (Å):
S: 0.07 -0.62 0.96
H: 0.68 -0.63 2.16
N: -0.07 0.98 -1.67
H: -0.58 0.14 -1.93
H: 0.14 0.86 -0.67
H: -0.69 1.77 -1.83

Results of the natural (NBO) charge analysis, in e, for atoms 1 through 5: -1.051, 0.089, -1.122, 0.346, 0.411

=====

Entry 6:
Density functional theory data (ωB97M-V/def2-TZVPD) for a 2-piece molecular cluster, H4O2 overall at a distorted geometry.

Results
Energy above the lowest of the compared OMol25 structures with the same formula, charge and spin   6.3 kcal/mol
Structure (SMILES)   O.O
Max |F|   2.5 eV/A
LUMO level   0.6 eV
HOMO-LUMO gap   11.319 eV

Cartesian coordinates (Å):
O: -1.17 0.96 0.61
H: -0.77 1.51 1.33
H: -0.64 0.16 0.51
O: 0.59 -0.60 -0.68
H: 0.64 -1.53 -0.44
H: 1.35 -0.50 -1.33

Results of the natural (NBO) charge analysis, in e, for atoms 1 through 5: -0.959, 0.464, 0.486, -0.950, 0.471